{"formula": "C3H6N2O", "method": "ωB97M-V with the def2-TZVPD basis set", "symbols": ["H", "N", "C", "N", "O", "C", "C", "H", "H", "H", "H", "H"], "coordinates": [[-1.197, -0.293, -3.033], [-0.467, -0.544, -2.279], [-0.553, 0.045, -1.110], [0.555, 0.143, -0.257], [1.656, -0.753, -0.709], [0.450, -0.007, 1.197], [-0.309, 0.694, 2.040], [-1.445, 0.638, -0.721], [1.190, -1.417, -1.499], [1.188, -0.723, 1.658], [-0.986, 1.471, 1.594], [-0.083, 0.747, 3.117]], "smiles": "[H]/N=C/N(O)C=C", "spin_multiplicity": 1, "energy_ha": -302.528488, "gap_ev": 9.93}